{
  "formula": "C4H9NO2S",
  "method": "ωB97M-V/def2-TZVPD",
  "symbols": ["C", "C", "C", "S", "N", "C", "O", "O", "H", "H", "H", "H", "H", "H", "H", "H", "H"],
  "positions_angstrom": [[2.105, -0.265, 0.221], [0.630, -0.418, 0.535], [0.144, 0.531, 1.627], [-1.480, 0.085, 2.300], [-0.242, -0.432, -0.622], [0.068, 0.062, -1.845], [-0.932, -0.332, -2.685], [1.004, 0.722, -2.205], [2.343, 0.762, -0.087], [2.709, -0.365, 1.131], [2.487, -0.899, -0.573], [0.559, -1.395, 1.019], [0.046, 1.504, 1.146], [0.840, 0.621, 2.461], [-1.198, -1.212, 2.487], [-0.974, -1.118, -0.630], [-0.930, -0.021, -3.594]],
  "relative_energy_kcal_mol": 2.2,
  "smiles": "C[C@@H](CS)NC(=O)O",
  "e_tot_ev": -20714.9359
}